An isolated molecule of C6H8N2O3S2 in a non-equilibrium geometry, computed with ωB97M-V with the def2-TZVPD basis set.

XYZ file:
```
21
Properties=species:S:1:pos:R:3:nbo_charge:R:1
C 2.603 -0.824 -0.012 -0.2922
C -0.017 -1.244 -0.072 0.0263
C 3.906 -1.124 -0.198 -0.2234
C 0.141 0.246 -0.135 -0.1595
C -0.648 0.813 1.005 -0.6337
C -0.145 0.767 -1.592 -0.6211
N -1.176 -1.774 0.120 -0.1469
N 4.791 -0.038 -0.071 0.5002
O 4.395 1.005 0.464 -0.4148
O 5.908 -0.030 -0.539 -0.3718
O -1.135 -3.120 0.140 -0.5563
S 1.469 -2.166 -0.005 0.3807
S 1.964 0.766 0.278 0.4176
H 4.298 -2.130 -0.246 0.2464
H -0.609 1.859 1.119 0.2263
H -0.526 0.096 1.884 0.2372
H -1.701 0.652 0.645 0.2247
H -0.223 1.841 -1.658 0.2218
H -1.052 0.461 -2.063 0.2246
H 0.686 0.536 -2.212 0.2223
H -2.061 -3.419 -0.170 0.4916
```

Kohn-Sham gap: 0.31971 hartree
Energy above the lowest of the compared OMol25 structures with the same formula, charge and spin: 471.9 kJ/mol
Total charge: 0